(1)
Below is one molecule with the formula C16H25N3O, with properties calculated with ωB97M-V/def2-TZVPD.

Summary:
SMILES string: CCc1ccccc1NC(=O)NCCN1CCCCC1
HOMO energy, eV: -8.3
HOMO-LUMO gap, eV: 9.204
Energy, eV: -23516.7615

The geometry in ORCA input format:
```
! wB97M-V def2-TZVPD RIJCOSX def2/J DEFGRID3
* xyz 0 1
C -0.78 -1.95 -0.82
H -0.12 -2.40 -1.56
H -1.17 -2.74 -0.18
H -0.19 -1.27 -0.22
C -1.93 -1.22 -1.53
C -3.00 -0.78 -0.58
C -3.78 -1.72 0.08
C -4.80 -1.36 0.94
C -5.07 -0.01 1.15
C -4.31 0.94 0.51
C -3.28 0.57 -0.35
N -2.53 1.59 -1.01
C -1.41 2.19 -0.47
O -1.01 3.26 -0.89
N -0.82 1.51 0.55
H -1.05 0.53 0.66
C 0.44 1.96 1.09
H 0.40 3.05 1.12
H 0.54 1.57 2.10
C 1.64 1.55 0.22
N 1.78 0.11 0.13
C 2.43 -0.50 1.29
C 3.94 -0.27 1.35
C 4.60 -0.74 0.05
C 3.92 -0.07 -1.14
C 2.42 -0.35 -1.09
H 1.91 0.13 -1.94
H 2.25 -1.43 -1.16
H 4.33 -0.46 -2.08
H 4.10 1.00 -1.11
H 5.67 -0.52 0.06
H 4.48 -1.83 -0.03
H 4.36 -0.80 2.20
H 4.15 0.79 1.49
H 1.96 -0.12 2.19
H 2.23 -1.57 1.23
H 1.46 1.94 -0.78
H 2.54 2.05 0.62
H -3.06 2.22 -1.58
H -4.51 2.00 0.66
H -5.87 0.29 1.81
H -5.39 -2.11 1.43
H -3.59 -2.77 -0.10
H -2.38 -1.90 -2.26
H -1.53 -0.36 -2.06
*
```

---

(2)
Below is one molecule with the formula C3H6, with properties calculated with ωB97M-V/def2-TZVPD.

Summary:
SMILES string: C1CC1
HOMO energy, eV: -10.3
HOMO-LUMO gap, eV: 11.701
Energy, eV: -3206.9496

The geometry in ORCA input format:
```
! wB97M-V def2-TZVPD RIJCOSX def2/J DEFGRID3
* xyz 0 1
C -0.08 0.85 -0.30
C -0.33 -0.70 -0.43
C 0.46 -0.11 0.72
H -0.97 1.41 -0.12
H 0.54 1.31 -1.01
H 0.28 -1.22 -1.15
H -1.23 -1.26 -0.20
H -0.20 -0.10 1.67
H 1.53 -0.18 0.82
*
```

---

(3)
Below is C5H10N2O as an isolated structure, with properties calculated with ωB97M-V/def2-TZVPD.

Summary:
HOMO energy, eV: -9.2
HOMO-LUMO gap, eV: 10.020
Energy, eV: -10372.2620

The geometry in ORCA input format:
```
! wB97M-V def2-TZVPD RIJCOSX def2/J DEFGRID3
* xyz 0 1
C 0.93 -0.57 0.06
C 1.12 0.92 -0.09
C -1.74 0.08 -0.56
C 0.89 -1.60 -0.95
N -0.89 -0.40 0.53
N 0.33 1.47 0.99
C -0.65 0.60 1.49
O -1.11 0.69 2.61
H 0.72 2.17 1.61
H 1.31 -0.93 1.02
H 2.17 1.18 0.02
H 0.78 1.26 -1.08
H -1.61 -0.56 -1.43
H -1.54 1.12 -0.87
H -2.79 0.02 -0.26
H -0.18 -1.75 -0.30
H 1.61 -2.40 -0.83
H 0.67 -1.29 -1.96
*
```

---

LUMO energy, respectively: 0.9; 1.4; 0.8 eV.
ΔE to the lowest compared entry with this formula, charge and spin, respectively: 8.67; 49.14; 293.63 kJ/mol.